53
Properties=species:S:1:pos:R:3:nbo_charge:R:1 method="wB97M-V/def2-TZVPD" mol_weight_g_mol=347.4 spin_multiplicity=1 charge=+1 energy_ev=-91626.1196
N 4.2113 0.7787 -5.6325 -0.539
N 2.7979 0.7502 -5.6358 0.049
C 2.0117 1.9956 -5.4103 -0.008
C 0.3944 2.2261 -5.3665 -0.149
C -0.4089 0.7677 -5.5720 -0.147
C 0.6867 -0.4255 -5.7523 0.118
Br -0.1504 -2.2803 -5.9473 0.172
N 2.1573 -0.4370 -5.8030 -0.189
H 4.4629 -0.1069 -5.0995 0.408
H 4.4285 1.5698 -4.9585 0.389
H 2.6627 2.9822 -5.2361 0.265
H -0.1666 3.2507 -5.2008 0.309
H -1.5745 0.6750 -5.5448 0.315
C -1.7948 -1.7622 1.2355 -0.610
C -3.0130 -1.5674 0.3457 -0.400
C -2.9384 -2.3526 -0.9659 -0.399
C -1.7841 -1.9651 -1.8988 -0.399
C -1.7449 -0.4943 -2.3197 -0.395
C -2.9673 -0.0619 -3.1147 -0.616
H -0.8824 -1.3947 0.7573 0.193
H -1.9232 -1.2124 2.1733 0.217
H -1.6557 -2.8199 1.4804 0.208
H -3.1560 -0.5006 0.1468 0.190
H -3.9012 -1.8998 0.8970 0.212
H -3.8895 -2.2386 -1.4973 0.201
H -2.8498 -3.4217 -0.7352 0.210
H -1.8453 -2.5904 -2.7988 0.197
H -0.8310 -2.2193 -1.4222 0.204
H -0.8540 -0.3351 -2.9390 0.175
H -1.6288 0.1524 -1.4435 0.206
H -3.0808 -0.6702 -4.0175 0.195
H -2.8655 0.9840 -3.4220 0.193
H -3.8839 -0.1452 -2.5237 0.227
C 1.8784 0.3019 6.9997 -0.610
C 0.6602 0.4968 6.1099 -0.399
C 0.7349 -0.2885 4.7983 -0.397
C 1.8892 0.0990 3.8654 -0.397
C 1.9284 1.5699 3.4445 -0.399
C 0.7060 2.0023 2.6495 -0.609
H 2.7909 0.6695 6.5215 0.199
H 1.7501 0.8518 7.9375 0.214
H 2.0176 -0.7557 7.2446 0.204
H 0.5172 1.5635 5.9110 0.193
H -0.2279 0.1644 6.6612 0.205
H -0.2162 -0.1744 4.2669 0.195
H 0.8235 -1.3575 5.0290 0.203
H 1.8280 -0.5262 2.9654 0.194
H 2.8423 -0.1551 4.3420 0.204
H 2.8193 1.7291 2.8252 0.196
H 2.0445 2.2166 4.3207 0.200
H 0.5925 1.3940 1.7466 0.191
H 0.8078 3.0482 2.3422 0.207
H -0.2106 1.9190 3.2405 0.206


60
Properties=species:S:1:pos:R:3:nbo_charge:R:1 method="wB97M-V/def2-TZVPD" mol_weight_g_mol=621.5 spin_multiplicity=1 charge=-2 energy_ev=-87630.7380
Mg -1.0719 0.5825 0.2605 1.799
O 1.5563 1.2084 3.2705 -0.701
C 1.0416 1.0524 2.1668 0.770
O -0.1999 1.2256 1.8854 -0.922
C 1.9275 0.7109 0.9721 0.098
C 3.2315 1.0214 0.9968 -0.285
C 4.0507 0.7321 -0.1706 -0.255
C 3.4596 0.5103 -1.3451 -0.170
C 1.9572 0.6207 -1.4563 -0.005
N 1.3232 0.1902 -0.1939 -0.789
H 3.6383 1.4541 1.9000 0.224
H 5.1305 0.6838 -0.0707 0.188
H 4.0347 0.2738 -2.2318 0.198
H 1.6163 -0.0674 -2.2336 0.210
Cl -6.7176 1.8769 4.9130 -0.058
C -5.5691 1.7197 3.5998 -0.116
C -5.5563 2.6870 2.5881 -0.217
C -4.6705 2.5891 1.5513 -0.136
Cl -4.6817 3.7900 0.2995 -0.005
C -3.7054 1.5262 1.4424 0.505
O -2.8915 1.4738 0.4818 -0.820
C -3.7862 0.5554 2.4881 -0.311
C -2.9582 -0.6328 2.4495 0.456
O -2.1356 -0.9172 1.5991 -0.611
C -4.7011 0.6638 3.5443 -0.159
H -6.2502 3.5163 2.6250 0.225
H -3.1470 -1.3517 3.2710 0.102
H -4.7112 -0.1004 4.3128 0.213
C -1.2677 -2.3608 -0.9269 -0.245
O -0.5570 -1.1565 -0.7334 -0.829
H -0.5970 -3.1373 -1.3011 0.181
H -2.0488 -2.1864 -1.6708 0.170
H -1.7257 -2.6965 0.0064 0.181
O 1.6358 -2.2236 -1.0050 -0.674
B 0.8295 -1.2535 -0.1982 1.145
O 0.8244 -1.8461 1.1763 -0.679
C 1.5750 -2.9531 1.1357 0.336
C 1.8775 -3.8126 2.1677 -0.309
C 2.6834 -4.9258 1.8817 -0.252
C 3.1577 -5.1511 0.6025 -0.261
C 2.8484 -4.2725 -0.4478 -0.282
C 2.0603 -3.1799 -0.1663 0.250
H 1.5073 -3.6150 3.1653 0.211
H 2.9422 -5.6150 2.6775 0.188
H 3.7819 -6.0153 0.4049 0.187
H 3.2209 -4.4352 -1.4516 0.203
S -1.8645 2.0587 -4.0632 0.308
C -2.0974 1.6756 -2.3985 -0.224
N -0.9961 1.6937 -1.7037 -0.555
C 0.1051 2.0228 -2.4547 0.087
C 1.4959 2.0472 -1.8741 -0.294
C 2.4178 2.6954 -2.8927 -0.354
C 2.0824 2.8939 -4.1939 -0.172
C 0.8028 2.6366 -4.7546 -0.532
C -0.1571 2.2550 -3.8057 -0.180
H -3.0658 1.4773 -1.9677 0.219
H 1.5004 2.6345 -0.9434 0.198
H 3.4089 2.9743 -2.5544 0.187
H 2.8465 3.3207 -4.8427 0.175
H 0.5587 2.8560 -5.7833 0.186


66
Properties=species:S:1:pos:R:3:nbo_charge:R:1 method="wB97M-V/def2-TZVPD" mol_weight_g_mol=775.2 spin_multiplicity=1 charge=-2 energy_ev=-94607.0978
Sn -1.0495 0.8640 -0.0020 0.992
Cl 3.0844 -2.5694 5.6437 -0.070
C 2.1487 -1.6069 4.5059 -0.110
C 2.2145 -0.2090 4.5605 -0.190
C 1.4749 0.5387 3.6854 -0.289
C 0.6174 -0.0433 2.7035 0.522
O -0.1074 0.7315 1.9839 -0.850
C 0.5965 -1.4671 2.6557 -0.246
C -0.1918 -2.2397 1.7239 0.184
N -0.8956 -1.8092 0.7494 -0.460
C -1.4208 -2.7718 -0.1247 0.133
C -0.6993 -3.8704 -0.5229 -0.245
C -1.2442 -4.8304 -1.4015 -0.207
C -2.5091 -4.6893 -1.8836 -0.183
C -3.2633 -3.5388 -1.5470 -0.107
C -4.5392 -3.2858 -2.0940 -0.118
C -5.1747 -2.1179 -1.8052 -0.263
C -4.5368 -1.1914 -0.9508 0.068
N -3.3724 -1.4026 -0.3950 -0.414
C -2.7192 -2.5588 -0.6867 0.219
C 1.3591 -2.2143 3.5717 -0.166
H 2.8582 0.2695 5.2884 0.209
H 1.5374 1.6199 3.6962 0.215
H -0.1344 -3.3261 1.8822 0.146
H 0.3247 -3.9726 -0.1859 0.214
H -0.6341 -5.6702 -1.7118 0.202
H -2.9303 -5.4115 -2.5736 0.199
H -4.9828 -4.0184 -2.7591 0.201
H -6.1393 -1.8783 -2.2346 0.207
H -5.0050 -0.2387 -0.7298 0.196
H 1.3235 -3.2969 3.5219 0.207
C 0.1256 3.5667 2.9913 -0.427
N 1.3502 3.6366 2.2183 -0.365
C 2.6328 3.7149 2.7266 -0.117
C 3.4649 3.6950 1.6623 -0.034
N 2.7102 3.6097 0.5177 -0.478
B 3.3290 3.6014 -0.9357 0.214
N 2.7182 2.4521 -1.7743 -0.544
C 2.0211 2.6380 -2.9571 -0.049
C 1.5522 1.4481 -3.3715 -0.100
N 1.9738 0.5203 -2.4333 -0.368
C 1.6699 -0.8911 -2.4936 -0.419
C 2.7038 1.1364 -1.4579 0.290
S 3.4545 0.3700 -0.1329 -0.449
C 1.4102 3.5727 0.8633 0.299
S 0.0439 3.5342 -0.1712 -0.366
H 0.3411 3.8979 4.0064 0.184
H -0.2646 2.5493 2.9976 0.262
H -0.6242 4.2124 2.5375 0.229
H 2.8281 3.7578 3.7840 0.206
H 4.5394 3.6970 1.6145 0.225
H 4.5292 3.4587 -0.8045 -0.063
H 3.0484 4.6557 -1.4774 -0.069
H 1.8902 3.6224 -3.3698 0.215
H 0.9219 1.1660 -4.1999 0.248
H 2.2225 -1.3672 -3.3061 0.186
H 0.6028 -1.0242 -2.6586 0.241
H 1.9699 -1.3339 -1.5472 0.235
F -0.7383 -0.5468 -5.1962 -0.587
B -1.9230 -0.7438 -4.4409 1.351
F -2.2045 -2.1294 -4.3731 -0.587
F -2.9984 -0.0708 -5.0582 -0.582
F -1.7304 -0.2362 -3.1273 -0.580
F -4.0936 1.9145 0.9106 -0.552
B -2.8038 1.8087 1.3234 0.704
F -2.6632 2.3126 2.5688 -0.546


| no. | strongest force on any atom (eV/Å) |
| --- | --- |
| 1 | 6.541 |
| 2 | 0.511 |
| 3 | 0.436 |